The following is a quantum chemistry calculation of C38H92N6O18Sr2 as an isolated structure, from OMol25.

Positions of all 156 atoms, in Å:
H: 2.1569 -0.1089 0.6110
H: 0.2215 3.1650 -0.3019
H: -5.5948 2.8261 -2.3429
C: 3.6884 3.5448 -1.7482
H: 0.6346 0.6990 -3.3589
H: -2.5932 -0.7674 -3.4682
H: 1.8809 6.7419 -0.4147
H: 4.8022 0.0219 2.2844
O: -5.3038 1.0346 -1.2598
H: -2.5499 -2.8889 5.4868
O: -3.3234 -5.7833 2.2690
C: 0.0598 -2.7655 -3.2076
H: -5.2220 -0.7070 -2.4744
C: -5.4260 3.2655 -0.1913
H: 0.5450 -2.2355 -2.3880
N: 0.6059 -4.9982 -2.1591
N: -5.7611 2.4724 1.0058
H: -4.7566 0.8420 -3.3343
H: 3.1824 5.8257 -2.9628
H: 4.2020 3.6810 -2.6999
H: -4.0075 -4.5834 4.9225
H: 7.0397 0.4835 -3.9982
C: 0.2525 -1.0640 3.7447
C: -1.9397 -1.4880 -2.9765
C: -0.9924 2.3625 -4.9410
O: 1.5219 -4.4378 0.3614
C: -5.2699 3.1463 2.1747
C: 0.9217 -7.3704 -1.2934
O: 2.1748 2.0066 -2.8007
H: -0.4742 -6.6645 -2.6959
O: -2.3410 -0.9687 1.3610
C: 1.4809 0.7609 -2.6748
H: -4.3309 3.6457 1.9359
H: -6.0159 4.1794 -0.2610
C: -3.1928 -5.2705 4.6942
C: -0.8327 3.3903 1.4943
C: -3.4338 -6.3046 3.5823
C: -0.0529 -6.2323 -1.7883
C: 4.8243 0.6596 1.4007
H: 1.8570 -7.2669 -1.8435
C: 7.4000 0.7860 -3.0149
H: -0.3410 3.3038 -2.4557
H: -2.6558 -7.0605 3.6899
C: -5.8710 2.3736 -1.3905
H: 2.1675 0.0097 -3.0652
C: 0.3442 -4.0937 0.9596
H: 8.4716 0.6220 -3.1294
H: 1.5395 -9.3652 0.0663
H: -5.9452 3.9800 2.3667
H: 0.3202 -3.5732 4.6885
H: 6.6736 1.5578 2.0841
H: -1.7254 -1.1420 -1.9653
H: -6.3067 0.5700 -2.9527
H: 2.3782 3.6637 2.7653
O: -2.5212 0.9095 0.3305
C: 1.9778 6.8862 -1.4907
H: -0.0905 -2.3716 5.9357
C: 7.6960 2.0655 -0.4596
H: 8.6161 3.0145 -2.2661
H: -1.6411 4.0149 1.8743
N: -1.7458 3.5123 -0.7608
C: 3.2154 2.1311 -1.7926
H: 4.0223 6.2110 -1.4838
O: -0.9079 -1.9251 -3.8148
H: 2.7120 -1.3793 -0.3313
H: -2.2598 0.7340 3.8035
H: -1.0422 -4.6444 -3.4685
H: -3.4659 -6.5740 0.2561
H: 7.0160 0.0990 -2.2608
C: -0.4861 -4.1018 -2.7040
H: 1.5954 2.1487 2.2920
C: -5.3222 0.3771 -2.5268
H: 1.2302 -5.3523 0.3759
C: -0.2540 7.4098 -2.0255
H: 0.4390 -0.4017 4.5900
H: -1.3191 4.7435 -2.3333
H: -2.6649 1.9612 -2.9624
Sr: -2.3629 -3.4335 2.1902
O: 6.9839 2.1388 -2.8348
H: 1.6798 4.3393 -1.6654
H: 0.9193 -2.7913 -3.8776
H: -4.6839 2.8373 4.2346
N: -1.9530 -4.6223 4.4140
H: -2.2341 -7.2122 1.3021
H: -0.6524 7.1209 -1.0529
H: -1.0077 2.2905 -6.0285
H: -3.2991 3.6088 -3.0736
H: 3.1635 -1.3552 1.3703
C: -1.3263 3.6668 -2.1633
H: -4.4690 -6.6424 3.6314
C: 6.2859 1.0804 1.1842
O: -3.9168 1.3554 3.0473
H: 4.4308 3.5878 -0.9514
O: -0.8065 -1.9640 4.0315
H: 0.9141 -8.6950 1.5389
C: -0.6015 3.7985 0.0289
O: 0.3078 3.7646 2.3498
H: 2.8201 1.9591 -0.7915
H: 0.4300 -8.3347 -1.4216
H: 5.6897 1.6029 -0.6386
O: 1.2584 -7.2692 0.0714
O: 4.3678 -0.1809 0.3100
H: -0.0874 8.4862 -1.9854
C: -3.2564 -6.8342 1.2936
H: 1.8925 3.4550 1.0720
C: 1.6325 3.2218 2.1045
C: -2.3966 3.0018 -3.1449
C: 3.0407 -0.7339 0.4832
C: 7.6525 2.8031 -1.8025
H: -3.2876 1.5334 4.9777
O: -0.5234 -0.0489 0.4964
H: -1.3229 -4.0872 -2.0058
H: -1.0775 2.3634 1.7658
H: -0.9789 1.3525 -4.5311
H: -1.0765 7.1802 -2.7029
H: 1.1980 -1.5449 3.4941
N: 2.6432 4.5196 -1.4215
H: -0.0594 -0.5035 2.8634
H: -3.8901 -7.6655 1.6028
O: -2.0737 3.1421 -4.4948
H: 1.0477 0.3531 -1.7615
H: -0.3385 -0.8663 0.9646
N: 6.3014 1.9923 0.0645
H: -1.2135 -5.3017 4.5222
C: -3.2785 0.7821 4.1880
H: -6.9482 2.2875 -1.2479
H: -0.0651 2.8889 -4.7147
H: -0.8942 -6.1535 -1.0997
H: -4.3615 3.4221 -0.3656
H: -3.0962 -5.8748 5.5962
C: 1.6094 -8.4980 0.7230
H: 0.9860 -4.5825 -1.3208
H: 4.0694 1.4738 -1.9564
H: 6.9353 0.2292 0.9796
H: 8.1407 1.0851 -0.6301
O: 0.8609 6.6595 -2.3894
H: -1.9446 2.5505 -0.5254
H: 7.1065 3.7464 -1.8123
H: 2.6332 -8.4748 1.0963
H: -3.6183 -0.2126 4.4766
H: -6.7667 2.5170 1.0886
O: -0.0037 -2.9378 1.2253
C: 3.0642 5.8750 -1.8804
H: 8.3040 2.5403 0.3105
C: -4.9958 2.2627 3.3624
H: -2.6335 -2.3215 -2.8669
C: -1.8269 0.0007 0.7331
Sr: -4.9487 0.0811 1.0230
C: -1.7834 -3.6634 5.4593
H: -1.7107 -4.0935 6.4582
H: -5.8364 1.6380 3.6646
H: -0.3454 4.8554 -0.0446
H: 4.1769 1.5269 1.5304
O: -0.3910 -4.9996 1.3483
H: 2.3703 7.8816 -1.6990
C: -0.4596 -2.9098 5.0627

Calculated values
- frontier orbital gap (spin up / spin down) (eV) = 4.43 / 6.69
- 2S+1 = 2
- strongest force on any atom (eV/Å) = 3.753
- net charge = +1
- molar mass (g mol⁻¹) = 1096.4

Here are the Löwdin charges for atoms 1 to 99, given in e: 0.060, 0.103, 0.128, -0.223, 0.057, 0.073, 0.123, 0.113, -0.376, 0.125, -0.352, -0.194, 0.094, -0.150, 0.106, -0.024, -0.183, 0.090, 0.115, 0.121, 0.132, 0.088, -0.082, -0.122, -0.099, 0.101, -0.206, -0.178, -0.163, 0.115, -0.246, -0.107, 0.130, 0.137, -0.214, -0.147, -0.190, -0.221, -0.184, 0.129, -0.108, 0.097, 0.138, -0.161, 0.091, -0.822, 0.089, 0.083, 0.141, 0.133, 0.121, 0.086, 0.091, 0.088, -0.062, -0.197, 0.127, -0.181, 0.120, 0.113, -0.049, -0.209, 0.119, -0.168, 0.084, 0.088, 0.117, 0.100, 0.082, -0.176, 0.067, -0.089, 0.061, -0.149, 0.102, 0.107, 0.101, 1.455, -0.198, 0.077, 0.133, 0.130, -0.183, 0.091, 0.076, 0.093, 0.111, 0.079, -0.143, 0.139, -0.214, -0.349, 0.107, -0.275, 0.082, -0.229, -0.220, 0.104, 0.114